The following is a DFT calculation (ωB97M-V with the def2-TZVPD basis set) of C38H40CdN9O3 as an isolated structure in a non-equilibrium geometry.

Atoms and positions in Å:
Cd 0.250 2.120 1.956
N 0.278 -0.347 -0.217
O 0.249 0.682 0.500
O 0.534 -1.460 0.303
O 0.034 -0.161 -1.365
N 0.095 -1.292 -4.219
C 0.042 -2.607 -4.601
C -0.105 -2.654 -5.969
C -0.246 -1.308 -6.386
C -0.120 -0.475 -5.321
H 0.306 -0.925 -3.302
H 0.299 -3.292 -3.807
H -0.176 -3.495 -6.643
H -0.355 -0.919 -7.388
H -0.201 0.585 -5.131
N 6.289 -1.571 0.392
C 5.248 -0.944 -0.240
C 4.017 -1.446 0.243
C 4.347 -2.362 1.185
C 5.758 -2.412 1.272
H 7.258 -1.396 0.169
H 5.448 -0.202 -0.999
H 3.045 -1.149 -0.123
H 3.648 -3.001 1.705
H 6.358 -3.071 1.882
N -0.882 3.256 0.533
C -1.769 4.133 1.123
C -2.309 5.224 0.432
C -1.909 5.510 -0.873
C -0.961 4.589 -1.472
C -0.582 3.534 -0.776
H -1.962 3.969 2.173
H -2.932 5.900 0.999
H -2.155 6.416 -1.408
H -0.643 4.597 -2.504
H -0.096 2.769 -1.364
N 2.047 2.926 1.137
C 2.363 4.240 0.839
C 3.632 4.655 0.448
C 4.646 3.738 0.352
C 4.314 2.366 0.394
C 3.064 2.053 0.758
H 1.637 4.978 1.150
H 3.907 5.699 0.444
H 5.659 4.113 0.369
H 5.065 1.594 0.311
H 2.821 1.001 0.772
N -4.036 0.137 -1.390
C -5.237 -0.411 -1.485
C -5.813 -0.938 -2.662
C -5.001 -0.878 -3.787
C -3.691 -0.437 -3.737
C -3.228 0.132 -2.531
H -5.799 -0.444 -0.563
H -6.739 -1.487 -2.748
H -5.342 -1.363 -4.690
H -2.956 -0.520 -4.524
H -2.243 0.536 -2.350
N -3.297 -4.108 -1.315
C -2.163 -3.424 -1.229
C -0.913 -4.040 -1.215
C -0.845 -5.454 -0.988
C -2.066 -6.145 -1.024
C -3.247 -5.431 -1.145
H -2.343 -2.359 -1.225
H -0.018 -3.438 -1.268
H 0.064 -6.026 -0.878
H -2.171 -7.192 -0.783
H -4.188 -5.862 -0.838
N 1.414 0.607 3.187
C 1.060 -0.659 3.480
C 1.938 -1.617 4.068
C 3.140 -1.127 4.474
C 3.528 0.227 4.424
C 2.644 1.004 3.728
H 0.095 -0.932 3.080
H 1.696 -2.664 3.971
H 3.795 -1.910 4.827
H 4.545 0.549 4.592
H 2.961 2.024 3.569
N -1.482 1.556 2.874
C -1.654 1.521 4.276
C -2.637 0.924 5.024
C -3.692 0.439 4.325
C -3.675 0.416 2.931
C -2.627 1.029 2.304
H -0.829 1.659 4.959
H -2.580 0.889 6.102
H -4.515 -0.027 4.846
H -4.539 0.085 2.375
H -2.567 1.003 1.226

Results
LUMO   -2.801 eV
Electronic energy   -64160.170 eV
Total charge   +1
HOMO-LUMO gap   6.554 eV

Atomic partial charges in e from the Löwdin method, atoms 1 to 5: Cd 1.34; N -0.57; O -0.23; O 0.00; O 0.02


The following is a DFT calculation (ωB97M-V with the def2-TZVPD basis set) of a 6-piece molecular cluster, C4H19N2O7 overall in a non-equilibrium geometry.

Atoms and positions in Å:
N 2.298 -1.845 0.252
C 1.556 -1.733 1.526
C 0.176 -2.334 1.349
N -0.905 -1.552 1.719
C -0.899 -0.061 1.635
C -2.296 0.492 1.421
O -2.372 1.532 0.468
O 0.040 -3.547 1.308
H 1.934 -2.567 -0.352
H 2.471 -1.001 -0.274
H 2.186 -2.228 2.258
H 1.431 -0.672 1.768
H -1.788 -1.858 1.333
H -0.155 0.198 0.871
H -0.228 0.400 2.385
H -2.941 -0.343 1.103
H -2.629 0.982 2.349
H -0.542 2.666 -1.016
H -1.571 1.555 -0.160
O -0.189 1.772 -0.982
H 2.362 1.784 -1.816
H 0.956 1.160 -1.643
O 1.900 0.978 -2.052
H -1.498 0.209 -2.122
H -1.162 1.381 -2.886
O -1.944 0.841 -2.706
H -0.416 -0.485 -3.083
H 0.631 -1.057 -2.222
O -0.190 -1.327 -2.656
H 0.580 2.101 0.320
H 2.012 2.040 0.862
O 1.191 2.521 1.043

Results
Energy relative to the best compared isomer or geometry (same formula, charge and spin)   45.7 kcal/mol
LUMO   3.315 eV
Electronic energy   -21769.957 eV
Total charge   -1
HOMO-LUMO gap   9.566 eV

Atomic partial charges in e from the Löwdin method, atoms 1 to 5: N 0.02; C -0.17; C -0.48; N 0.07; C -0.18


> Among the records above, which one has the lowest electronic energy?

C38H40CdN9O3


> Among the records above, which one has the highest LUMO?

C4H19N2O7